The following is a quantum chemistry calculation of C8H14O2 in the gas phase, from the Open Molecules 2025 dataset.

Geometry as XYZ:
```
24
Properties=species:S:1:pos:R:3:forces:R:3
C 0.438435 -1.668490 1.069778 -0.025 -0.454 0.160
C 0.300442 -0.359759 0.848910 3.012 1.615 -0.775
C 1.161843 0.486562 -0.403060 -2.158 -1.975 1.173
C 2.452514 1.098212 0.116559 -0.200 -0.356 0.203
C 1.389109 -0.422790 -1.596391 0.402 0.237 0.113
O 0.270422 1.539216 -0.695074 -0.615 0.757 -0.715
C -1.037429 1.345785 -0.411649 0.575 -1.028 1.190
C -1.558713 0.111080 -0.032038 -1.332 1.430 -2.152
C -2.832176 0.135361 0.793032 0.181 -0.041 -0.375
O -1.572827 -0.913592 -0.998097 0.223 -0.197 0.700
H 0.440399 -2.389264 0.266606 0.288 -0.037 -0.227
H 0.556948 -2.070039 2.068556 -0.479 0.005 0.083
H 0.307851 0.318513 1.696402 -0.073 -0.106 0.263
H 2.256928 1.717689 0.992793 0.035 -0.034 -0.006
H 2.928198 1.717323 -0.648584 -0.151 -0.078 -0.025
H 3.142395 0.293409 0.388338 -0.072 0.158 -0.001
H 2.005010 -1.280137 -1.315056 -0.035 0.092 0.024
H 0.465994 -0.772500 -2.016510 -0.429 -0.193 -0.045
H 1.907195 0.137458 -2.371227 0.204 0.069 -0.091
H -1.530458 2.262754 -0.116504 0.127 0.099 0.216
H -3.701737 0.178586 0.131131 0.015 -0.094 0.017
H -2.917300 -0.773452 1.391198 0.086 0.008 0.103
H -2.866876 0.998182 1.452735 0.088 -0.019 0.112
H -2.006166 -1.690109 -0.611850 0.333 0.139 0.054
```
Forces are in eV/Å.

The value obtained for the HOMO energy (spin up / spin down) is -7.2 / -7.2 eV. The value obtained for the lowest unoccupied orbital energy (spin up / spin down) is 0.48 / 0.48 eV. The total energy is -12614.1565 eV. Its energy relative to the best compared isomer or geometry (same formula, charge and spin) is 3.923 eV. The gap between HOMO and LUMO (spin up / spin down) comes out at 7.7 / 7.7 eV. Its SMILES is C=CC(C)(C)O/C=C(/C)O.